No. 1
219
Properties=species:S:1:pos:R:3 method="wB97M-V/def2-TZVPD" homo_lumo_gap_ev="7.37 / 2.19" e_homo_ev="-9.751 / -9.751" energy_ev=-108465.3579 charge=+1 spin_multiplicity=2
C -5.13158 14.90987 -21.71147
O -4.99459 13.46819 -21.92772
H -5.20169 15.17798 -20.65728
H -4.35461 15.44829 -22.25417
H -6.05536 15.28607 -22.15101
H -4.11517 13.25188 -22.24620
C 4.38063 9.93841 -22.07370
O 3.17808 9.45137 -22.62792
H 5.29752 9.62550 -22.57320
H 4.40860 11.02402 -21.98005
H 4.37004 9.53229 -21.06224
H 2.82829 9.83030 -23.43765
C 5.23037 10.31017 -18.05954
O 5.26653 10.61289 -16.64113
H 5.67346 11.08597 -18.68396
H 5.87755 9.43444 -18.01090
H 4.20640 10.17859 -18.40922
H 4.50066 11.19102 -16.61256
C 1.27150 11.61005 -16.76402
O 2.56755 11.61204 -16.20883
H 0.55786 10.94757 -16.27418
H 0.93099 12.64360 -16.70132
H 1.11824 11.16791 -17.74846
H 2.49682 11.90684 -15.29795
C -0.19053 8.96852 -21.44238
O -1.25079 9.15567 -20.49154
C -0.81862 8.96837 -19.18154
C -1.92411 9.45650 -18.15195
N -2.16150 10.89310 -18.33961
C -3.36937 11.34046 -17.60938
C -3.64751 12.82040 -17.93678
O -4.69053 13.13322 -16.99277
C -4.95483 14.52124 -16.96134
H 0.72118 9.54405 -21.28218
H -0.50486 9.22861 -22.45314
H 0.11480 7.92318 -21.39624
H 0.00170 9.67120 -19.03594
H -0.35019 7.98935 -19.08062
H -1.56123 9.30741 -17.13500
H -2.86425 8.94325 -18.35395
H -2.05529 11.20129 -19.29556
H -3.17502 11.28064 -16.53852
H -4.25282 10.72836 -17.79090
H -4.06816 12.88138 -18.94048
H -2.78717 13.48766 -17.88500
H -4.06647 15.14678 -16.87404
H -5.55987 14.68185 -16.06902
H -5.50144 14.89720 -17.82620
C 4.65732 17.57990 -26.87954
O 4.34814 17.49157 -28.33076
C 3.41319 16.49073 -28.56907
C 2.01689 16.83475 -28.08007
N 1.35607 16.02334 -27.01128
C 1.10188 14.57591 -27.37860
C 0.91152 13.75902 -26.13231
O 1.93989 13.88632 -25.14537
C 1.90877 13.12702 -23.88851
H 5.10210 16.63034 -26.58186
H 3.84490 17.82303 -26.19473
H 5.38662 18.34716 -26.61965
H 3.66228 15.51272 -28.15730
H 3.39568 16.24239 -29.63026
H 1.41347 17.09715 -28.94906
H 2.14796 17.84619 -27.69547
H 1.69754 16.06904 -26.06185
H 1.84112 14.22373 -28.09803
H 0.09166 14.62324 -27.78519
H 0.85406 12.70929 -26.42018
H -0.04432 14.07250 -25.71255
H 1.56377 13.73978 -23.05569
H 2.87400 12.74291 -23.55852
H 1.21651 12.28735 -23.95048
C 6.58274 13.24992 -16.72594
O 7.16314 14.57981 -16.86188
C 7.79118 15.16857 -15.77784
C 8.42569 16.50862 -16.02090
N 9.68112 16.49442 -16.85518
C 10.13576 17.86632 -17.28645
C 9.75451 18.09625 -18.76276
O 8.52942 17.52212 -19.18419
C 7.36226 18.39508 -19.22680
H 7.49622 12.67174 -16.58675
H 5.99863 13.05064 -17.62438
H 6.06055 13.17570 -15.77205
H 8.38483 14.43668 -15.23010
H 7.02918 15.32460 -15.01422
H 8.69376 16.87849 -15.03124
H 7.77886 17.27457 -16.44872
H 9.29382 16.19281 -17.73786
H 11.18891 18.14587 -17.25769
H 9.69633 18.59654 -16.60691
H 10.46071 17.46346 -19.30031
H 9.70899 19.15628 -19.01247
H 6.60637 17.84203 -19.78436
H 7.55431 19.33232 -19.74909
H 7.03517 18.50018 -18.19236
C -7.99526 10.99503 -26.40157
O -6.69768 11.41575 -25.99211
C -5.95943 10.42683 -25.35083
C -4.86278 9.84969 -26.28696
N -5.40247 9.39527 -27.56563
C -4.44729 9.08719 -28.61150
C -4.08613 7.55407 -28.59947
O -3.62216 7.11799 -29.83945
C -2.38971 7.71326 -30.20610
H -8.59029 10.58028 -25.58792
H -7.89250 10.28036 -27.21814
H -8.51288 11.82216 -26.88739
H -6.55798 9.57476 -25.02863
H -5.40364 10.94813 -24.57144
H -4.24484 9.18869 -25.67924
H -4.15676 10.66863 -26.42468
H -6.08192 10.06391 -27.89935
H -3.50305 9.62533 -28.52830
H -4.96167 9.31192 -29.54584
H -5.06341 7.08086 -28.50414
H -3.48721 7.31487 -27.72073
H -2.55250 8.78809 -30.12654
H -2.10869 7.42653 -31.21947
H -1.56966 7.55089 -29.50663
C 1.93794 8.29846 -29.58524
O 1.04605 8.60443 -28.58049
C 0.74843 10.00886 -28.65355
C -0.29588 10.20611 -27.48985
N 0.22215 9.91069 -26.15815
C 0.40095 8.49957 -25.79824
C -0.79273 7.55251 -25.83051
O -1.91678 8.00241 -25.00681
C -2.86195 6.98836 -24.89878
H 2.00118 8.84500 -30.52619
H 2.09077 7.23602 -29.77485
H 2.89129 8.58518 -29.14136
H 0.28968 10.40846 -29.55796
H 1.59867 10.66560 -28.46949
H -1.24559 9.70121 -27.66656
H -0.45827 11.27767 -27.37374
H -0.49410 10.12517 -25.47911
H 0.59664 8.42465 -24.72857
H 1.24673 8.07899 -26.34218
H -0.42981 6.59176 -25.46533
H -0.98145 7.36472 -26.88749
H -3.14360 6.58553 -25.87167
H -3.65658 7.41391 -24.28594
H -2.37065 6.14409 -24.41512
C 4.02717 13.47933 -19.64190
O 2.70940 13.59853 -20.23475
C 1.66677 14.09974 -19.35720
C 0.35746 13.49771 -19.77255
N -0.13903 14.04332 -21.02382
C -1.38051 13.42882 -21.50342
C -1.77450 13.74812 -23.00122
O -2.55133 12.72588 -23.62009
C -1.78148 11.68431 -24.26448
H 4.03057 12.85772 -18.74653
H 4.48590 14.45236 -19.46616
H 4.71049 13.01714 -20.35432
H 1.71408 15.18867 -19.36629
H 1.96929 13.85878 -18.33812
H -0.43249 13.57912 -19.02593
H 0.62539 12.45790 -19.95990
H 0.60410 14.00656 -21.70684
H -2.27772 13.72060 -20.95755
H -1.37852 12.33925 -21.47271
H -0.96334 14.07805 -23.65026
H -2.55773 14.50597 -23.01896
H -2.42951 11.04465 -24.86365
H -1.24886 11.05030 -23.55565
H -0.93878 12.10772 -24.81099
C 3.65400 16.09665 -13.46721
C 2.31790 16.35001 -14.17161
C 2.36120 16.27082 -15.75047
O 3.43952 17.08109 -16.35698
C 3.54891 16.95396 -17.81461
N 1.21539 15.47573 -13.67460
H 3.89463 15.03362 -13.45479
H 3.42309 16.28088 -12.41800
H 4.47933 16.64728 -13.91858
H 2.07317 17.40325 -14.03416
H 1.50279 16.66594 -16.29372
H 2.33086 15.23224 -16.07991
H 4.45509 17.39057 -18.23449
H 2.77702 17.56160 -18.28690
H 3.54448 15.91016 -18.12859
H 1.16948 15.58715 -12.67182
H 0.35585 15.74842 -14.12951
C 0.71000 18.06930 -23.46016
C 0.61924 17.09656 -22.26894
C 1.43588 17.67373 -21.09672
O 1.02539 19.05625 -20.87208
C 1.28824 19.62907 -19.60408
N -0.78377 16.94463 -21.89355
H 0.38121 19.07086 -23.18289
H -0.04062 17.82940 -24.21323
H 1.70829 18.02207 -23.89523
H 1.20768 16.23260 -22.57781
H 2.50618 17.69954 -21.30140
H 1.24654 17.05488 -20.21964
H 0.71761 19.07476 -18.85895
H 0.66974 20.52367 -19.53162
H 2.33841 19.86126 -19.42707
H -0.66599 16.11614 -21.32800
H -1.04280 17.70679 -21.28355
C 8.37954 12.55680 -20.03195
C 8.87876 14.05463 -20.05335
C 9.36539 14.57251 -21.41023
O 10.18809 13.51059 -21.97435
C 10.55955 13.83884 -23.37302
N 7.68506 14.74213 -19.63615
H 9.12205 11.85068 -20.40367
H 7.52224 12.49040 -20.70182
H 8.01408 12.20568 -19.06693
H 9.62936 14.26559 -19.29163
H 9.89642 15.52089 -21.32847
H 8.56887 14.65134 -22.15012
H 10.41116 14.90814 -23.52358
H 9.96736 13.21368 -24.04128
H 11.59558 13.57595 -23.58666
H 7.38476 14.56439 -18.68835
H 7.72328 15.75124 -19.61764

=====

No. 2
48
Properties=species:S:1:pos:R:3 method="wB97M-V/def2-TZVPD" homo_lumo_gap_ev="5.14 / 4.61" e_homo_ev="-9.169 / -9.033" energy_ev=-171234.1774 charge=+1 spin_multiplicity=2
Ru -0.35208 0.00472 -0.46969
C 2.33981 -3.29620 -0.57009
C 1.67289 -1.96533 -0.46214
N 0.35773 -1.82324 -0.44639
C -0.56708 -2.91327 -0.26119
C -1.91946 -2.56189 -0.91175
N -2.23415 -1.12064 -0.81139
C -3.25105 -0.75209 0.17954
C -2.71358 -0.81994 1.61446
N -1.48920 -0.03832 1.78558
C -1.63656 1.36375 2.19008
C -1.47332 2.33931 0.99294
N -0.32916 1.93098 0.22217
C 0.87838 2.49968 0.33777
C 1.08882 3.90200 0.82002
C 1.96565 1.62920 0.02788
C 3.33237 1.89469 -0.09323
C 4.20808 0.84919 -0.34357
C 3.74711 -0.46507 -0.45628
C 2.38316 -0.71513 -0.35588
N 1.53674 0.33249 -0.13739
H 2.06267 -3.94622 0.25955
H 3.41765 -3.19620 -0.57529
H 2.02870 -3.78844 -1.49196
H -0.69294 -3.08074 0.81836
H -0.18774 -3.84160 -0.70018
H -2.71274 -3.16568 -0.46057
H -1.84602 -2.82171 -1.97128
H -2.60058 -0.82195 -1.72031
H -4.13004 -1.40683 0.10751
H -3.57034 0.26995 -0.05329
H -2.48830 -1.86254 1.85664
H -3.50357 -0.48132 2.30054
H -0.88709 -0.51584 2.44891
H -0.85637 1.59494 2.92107
H -2.61384 1.54125 2.65626
H -1.38403 3.35976 1.38474
H -2.36317 2.27822 0.34951
H 0.32853 4.56985 0.41779
H 2.06731 4.26671 0.52167
H 1.03345 3.94944 1.90898
H 3.70153 2.90431 0.00452
H 5.26011 1.05106 -0.46780
H 4.44298 -1.26797 -0.62882
Se -0.23159 -1.19823 -3.78379
Te 1.17999 0.64908 -3.14018
Te -0.51642 2.76461 -3.47393
Se -2.48326 1.92120 -2.34008